## one
H10LiO5 as an isolated structure, computed with ωB97M-V with the def2-TZVPD basis set.

Structure (XYZ):
```
16
H10LiO5, DFT ωB97M-V with the def2-TZVPD basis set
O -0.73452 -0.58006 -2.24304
O 0.48475 0.12139 2.18411
O 0.85381 1.53097 -0.43859
O 1.07851 -1.66840 -0.04966
O -2.17711 0.08811 0.72413
Li -0.51249 -0.35113 -0.15715
H 1.85813 -1.22460 -0.15060
H 1.69894 2.01269 -0.13554
H -2.75583 0.19122 -0.04400
H -2.11377 0.86508 1.40442
H -0.69263 -0.03541 -3.00237
H 1.23474 -0.48019 2.33546
H 1.46029 -2.49956 0.16568
H 0.97100 0.95819 2.63835
H -0.94856 -1.37072 -2.68074
H 0.29474 2.44244 -0.55047
```

LUMO level	-3.374	eV
total charge	+1
spin multiplicity	1
Kohn-Sham gap	0.430	hartree


## two
H10LiO5 as an isolated structure, computed with ωB97M-V with the def2-TZVPD basis set.

Structure (XYZ):
```
16
H10LiO5, DFT ωB97M-V with the def2-TZVPD basis set
O -0.56591 1.84538 0.71343
O 1.25968 -0.29118 -1.93187
O -0.28806 -1.67637 0.96759
O -1.91616 0.12612 -1.27310
O 2.28580 0.54208 1.06107
Li 0.44887 0.04411 0.19082
H -1.09804 -1.53314 1.48143
H 2.78218 -0.18441 0.79039
H -2.08530 -0.57691 -1.80706
H -1.59277 1.64685 0.77151
H 2.06155 0.66357 2.09551
H -2.87358 0.20768 -1.05583
H 0.00498 -2.43186 1.57355
H 0.87497 -1.20705 -1.98014
H -0.21139 2.66916 1.15517
H 0.91316 0.15596 -2.75248
```

LUMO level	-3.541	eV
total charge	+1
spin multiplicity	1
Kohn-Sham gap	0.450	hartree


Name the most stable of them. one.


## one
CH4N4O in the gas phase, computed with ωB97M-V with the def2-TZVPD basis set.

Structure (XYZ):
```
10
CH4N4O, DFT ωB97M-V with the def2-TZVPD basis set
O 0.16633 0.62948 -0.38145
N 0.28088 2.08140 -1.97637
N -0.60158 -0.78719 0.00583
N -0.41076 1.42417 -1.24003
N -1.05126 -1.40605 -0.82628
C -0.04693 -0.95076 1.28436
H 0.37684 0.09534 1.55240
H -0.75538 -1.32871 2.04485
H 0.70122 -1.66304 1.32509
H 1.34065 1.90535 -1.78841
```

LUMO level	0.241	eV
total charge	0
spin multiplicity	1
Kohn-Sham gap	0.357	hartree


## two
A 2-piece molecular cluster, CH4N4O overall, computed with ωB97M-V with the def2-TZVPD basis set.

Structure (XYZ):
```
10
CH4N4O, DFT ωB97M-V with the def2-TZVPD basis set
O 1.29252 -1.09566 -0.23944
N -0.58412 0.57866 -0.32878
N -0.00454 1.25998 0.48124
N -2.25304 -0.07127 1.11599
N -2.03590 -0.23137 2.21274
C 0.36329 -0.39929 -1.01379
H 0.77474 0.43180 -1.73655
H 1.00469 1.07519 0.61435
H -0.23788 -1.08011 -1.50180
H 1.68024 -0.46793 0.39604
```

structure (SMILES)	[H]/N=N\CO.N#N
LUMO level	0.351	eV
total charge	0
spin multiplicity	1
Kohn-Sham gap	0.360	hartree


Name the most stable of them. two.


## one
A 2-piece molecular cluster, C3H10NOS overall, computed with ωB97M-V with the def2-TZVPD basis set.

Structure (XYZ):
```
16
C3H10NOS, DFT ωB97M-V with the def2-TZVPD basis set
S -2.11074 2.07031 -0.49532
O -0.29213 -1.25095 1.19953
N 1.51357 -2.52685 -0.36851
C 0.60119 2.12640 -0.02667
C -0.05328 -2.04543 0.19368
C -0.65082 1.33770 0.14610
H 0.60438 3.17994 0.45391
H -0.49135 -3.01020 0.40527
H -0.40707 -1.62820 -0.96356
H -0.63601 1.17789 1.26187
H 1.41554 -2.92884 -1.37136
H 0.78184 2.36347 -1.04488
H 1.62926 -3.33270 0.17804
H 1.51877 1.54095 0.24722
H -2.82072 2.59856 0.54558
H -0.60244 0.32795 -0.36090
```

LUMO level (alpha / beta)	0.747 / -2.430	eV
total charge	0
spin multiplicity	2
Kohn-Sham gap (alpha / beta)	0.356 / 0.239	hartree


## two
A 2-piece molecular cluster, C3H10NOS overall, computed with ωB97M-V with the def2-TZVPD basis set.

Structure (XYZ):
```
16
C3H10NOS, DFT ωB97M-V with the def2-TZVPD basis set
S 0.59633 -0.39298 -2.25373
O -2.28264 -0.68681 0.18290
N -2.90534 0.69801 1.67454
C 2.30801 -0.90544 -0.33174
C 2.20090 0.15871 -1.40433
C -1.93558 0.65533 0.58018
H -2.96650 -0.07897 2.33531
H 2.80761 -1.80204 -0.74151
H -1.38413 -0.84064 -0.43324
H 3.07746 -0.52560 0.45196
H 1.38325 -1.28726 -0.00555
H -0.97278 0.85030 0.83240
H -2.71525 1.56771 2.17927
H 3.10365 0.29743 -1.98084
H 1.86819 1.01899 -0.86895
H -2.18318 1.27325 -0.21666
```

LUMO level (alpha / beta)	0.735 / -2.269	eV
total charge	0
spin multiplicity	2
Kohn-Sham gap (alpha / beta)	0.362 / 0.251	hartree


Name the most stable of them. two.


## one
C4H5NOS in the gas phase, computed with ωB97M-V with the def2-TZVPD basis set.

Structure (XYZ):
```
12
C4H5NOS, DFT ωB97M-V with the def2-TZVPD basis set
S -2.91243 0.00278 0.00936
O 0.74296 1.46428 0.01169
N -0.67223 1.48319 0.00869
C -1.31335 0.24672 -0.17066
C 0.86610 -0.99667 0.56766
C -0.21172 -0.69156 -0.50871
C 1.06323 0.11349 -0.39576
H -1.03929 2.17629 0.67718
H 0.57005 -0.59054 1.56130
H -0.42358 -1.41098 -1.26736
H 1.43906 -1.89037 0.59936
H 1.89122 0.09337 -1.09276
```

structure (SMILES)	S=C1NO[C@H]2C[C@@H]12
LUMO level	0.450	eV
total charge	0
spin multiplicity	1
Kohn-Sham gap	0.335	hartree


## two
C4H5NOS in the gas phase, computed with ωB97M-V with the def2-TZVPD basis set.

Structure (XYZ):
```
12
C4H5NOS, DFT ωB97M-V with the def2-TZVPD basis set
S 1.98478 -0.19713 0.09183
O -1.86476 -0.27668 -0.01246
N 1.27263 1.39888 -0.21190
C -0.81067 0.57908 0.49509
C -0.54306 -0.54350 -0.47476
C 0.51821 -1.46878 0.01597
C 0.00425 1.68402 -0.10484
H 0.23661 -1.92567 0.99743
H -0.65633 0.45420 1.59561
H -0.48759 -0.25969 -1.50259
H -0.35669 2.75867 -0.18355
H 0.70262 -2.20339 -0.70582
```

structure (SMILES)	C1=NSC[C@H]2O[C@H]12
LUMO level	0.796	eV
total charge	0
spin multiplicity	1
Kohn-Sham gap	0.363	hartree


Name the most stable of them. one.